*a*
Density functional theory data (wB97M-V/def2-TZVPD) for a 5-piece molecular cluster, C20H25F15O10 overall.

HOMO in Ha: -0.4113
SMILES: CCOC(=O)C(F)(F)F.CCOC(=O)C(F)(F)F.CCOC(=O)C(F)(F)F.CCOC(=O)C(F)(F)F.CCOC(=O)C(F)(F)F

Each line ends with the natural charge from an NBO analysis.
Atoms and positions in Å:
C -10.14 0.46 -1.32  -0.64
C -9.99 -0.65 -2.30  -0.08
O -8.73 -0.58 -3.00  -0.49
C -8.05 -1.70 -3.30  0.70
O -8.17 -2.82 -2.88  -0.53
C -6.91 -1.32 -4.25  0.89
F -7.37 -0.87 -5.44  -0.32
F -6.20 -0.35 -3.72  -0.30
F -6.03 -2.30 -4.50  -0.31
H -11.14 0.41 -0.79  0.23
H -10.16 1.53 -1.75  0.22
H -9.29 0.52 -0.65  0.23
H -10.76 -0.73 -3.07  0.19
H -9.99 -1.61 -1.79  0.20
C 4.43 9.09 1.19  -0.63
C 4.28 7.77 0.49  -0.07
O 4.00 6.72 1.45  -0.48
C 3.77 5.52 0.94  0.70
O 3.91 5.17 -0.20  -0.54
C 3.35 4.52 2.05  0.90
F 2.33 3.80 1.49  -0.32
F 4.43 3.69 2.30  -0.32
F 2.85 4.89 3.22  -0.29
H 4.51 9.83 0.43  0.22
H 5.25 9.08 1.86  0.22
H 3.65 9.42 1.85  0.22
H 5.17 7.48 -0.05  0.20
H 3.39 7.84 -0.09  0.19
C 7.35 -0.90 5.11  -0.64
C 7.06 -2.31 4.70  -0.08
O 6.62 -2.29 3.28  -0.49
C 5.41 -2.89 3.13  0.70
O 4.64 -3.23 3.95  -0.52
C 5.00 -3.08 1.63  0.90
F 5.94 -2.70 0.78  -0.30
F 4.78 -4.41 1.30  -0.33
F 3.90 -2.38 1.33  -0.30
H 7.72 -0.72 6.11  0.23
H 6.44 -0.30 5.02  0.22
H 8.10 -0.44 4.36  0.22
H 6.43 -2.77 5.35  0.21
H 7.98 -2.98 4.65  0.19
C -2.79 -3.69 -2.38  -0.63
C -1.82 -4.24 -3.37  -0.06
O -1.53 -5.66 -2.99  -0.49
C -0.55 -6.21 -3.71  0.69
O -0.12 -5.85 -4.79  -0.53
C 0.16 -7.36 -3.00  0.90
F 0.83 -6.84 -1.94  -0.32
F -0.62 -8.36 -2.50  -0.32
F 1.06 -7.97 -3.77  -0.30
H -2.45 -3.85 -1.35  0.22
H -3.70 -4.25 -2.58  0.22
H -2.85 -2.63 -2.56  0.22
H -0.86 -3.71 -3.34  0.19
H -2.22 -4.26 -4.35  0.20
C -1.41 2.73 -0.19  -0.65
C -0.34 1.73 -0.39  -0.09
O 0.55 1.51 0.70  -0.49
C 0.09 0.68 1.68  0.70
O -0.98 0.15 1.69  -0.54
C 1.15 0.71 2.88  0.91
F 2.42 0.75 2.42  -0.31
F 0.98 1.78 3.65  -0.31
F 0.95 -0.34 3.62  -0.29
H -1.03 3.74 -0.19  0.21
H -2.01 2.48 0.74  0.22
H -2.16 2.74 -0.97  0.23
H 0.35 2.04 -1.24  0.20
H -0.87 0.78 -0.65  0.20

=====

*b*
Density functional theory data (wB97M-V/def2-TZVPD) for a 5-piece molecular cluster, C20H25F15O10 overall.

HOMO in Ha: -0.4079
SMILES: CCOC(=O)C(F)(F)F.CCOC(=O)C(F)(F)F.CCOC(=O)C(F)(F)F.CCOC(=O)C(F)(F)F.CCOC(=O)C(F)(F)F

Each line ends with the natural charge from an NBO analysis.
Atoms and positions in Å:
C 3.47 -6.13 4.80  -0.63
C 4.88 -6.08 5.33  -0.08
O 5.57 -4.93 4.83  -0.46
C 6.87 -4.92 5.00  0.67
O 7.52 -5.79 5.65  -0.57
C 7.53 -3.79 4.29  0.90
F 8.42 -3.23 5.06  -0.28
F 8.08 -4.27 3.17  -0.30
F 6.61 -2.82 3.95  -0.32
H 3.43 -6.19 3.71  0.22
H 2.90 -5.23 5.01  0.22
H 2.93 -6.99 5.20  0.23
H 5.46 -6.95 5.03  0.20
H 4.90 -6.05 6.42  0.20
C -3.33 1.94 -0.18  -0.65
C -2.81 0.63 -0.56  -0.08
O -1.76 0.07 0.23  -0.47
C -2.01 -0.47 1.40  0.69
O -3.14 -0.72 1.79  -0.56
C -0.78 -0.76 2.29  0.91
F -0.98 -0.09 3.45  -0.30
F -0.61 -2.05 2.47  -0.29
F 0.37 -0.26 1.73  -0.32
H -4.02 2.39 -0.89  0.24
H -2.45 2.58 -0.19  0.22
H -3.88 1.92 0.77  0.23
H -2.50 0.69 -1.61  0.20
H -3.58 -0.13 -0.57  0.19
C 0.26 0.21 -4.87  -0.64
C 0.53 1.38 -5.85  -0.08
O -0.20 2.58 -5.75  -0.47
C 0.00 3.46 -4.77  0.69
O 0.81 3.33 -3.83  -0.56
C -0.76 4.82 -4.99  0.91
F -1.52 4.72 -6.03  -0.30
F -1.45 5.14 -3.91  -0.29
F 0.12 5.74 -5.38  -0.30
H 0.53 0.64 -3.91  0.23
H 0.99 -0.59 -4.98  0.23
H -0.72 -0.23 -5.00  0.21
H 0.49 0.95 -6.85  0.20
H 1.60 1.55 -5.70  0.19
C -5.80 -3.16 -2.43  -0.64
C -6.88 -2.65 -3.44  -0.07
O -6.76 -1.23 -3.78  -0.49
C -7.73 -0.75 -4.62  0.68
O -8.49 -1.51 -5.25  -0.55
C -7.79 0.81 -4.81  0.92
F -7.67 1.16 -6.11  -0.30
F -8.88 1.33 -4.36  -0.28
F -6.77 1.33 -4.05  -0.33
H -5.99 -2.74 -1.44  0.21
H -4.84 -2.73 -2.71  0.22
H -5.78 -4.24 -2.24  0.23
H -7.90 -2.90 -3.15  0.20
H -6.66 -3.17 -4.37  0.19
C 1.73 4.17 2.41  -0.62
C 3.21 4.07 2.02  -0.08
O 3.82 3.44 3.06  -0.48
C 4.69 4.06 3.89  0.69
O 5.22 5.17 3.77  -0.55
C 5.07 3.18 5.14  0.91
F 4.22 2.13 5.16  -0.31
F 6.32 2.86 4.99  -0.29
F 4.93 4.00 6.21  -0.31
H 1.28 4.88 1.72  0.21
H 1.69 4.58 3.42  0.21
H 1.14 3.25 2.35  0.22
H 3.60 5.05 1.76  0.20
H 3.26 3.53 1.08  0.19

=====

Bottom line: *a*, by a margin of 19.5 kcal/mol.

=====

*a*
Density functional theory data (wB97M-V/def2-TZVPD) for a 2-piece molecular cluster, C2H8OS overall.

HOMO in Ha: -0.3038
SMILES: CSC.O

Each line ends with the natural charge from an NBO analysis.
Atoms and positions in Å:
C -1.95 1.19 -1.07  -0.75
S -2.02 -0.57 -0.69  0.16
C -0.46 -0.80 0.23  -0.73
H -2.14 1.68 -0.11  0.21
H -1.02 1.57 -1.51  0.21
H -2.73 1.46 -1.79  0.23
H 0.31 -0.22 -0.28  0.22
H -0.50 -1.86 0.44  0.24
H -0.54 -0.30 1.19  0.20
O 3.36 -0.92 1.10  -0.94
H 4.01 -1.12 1.79  0.47
H 3.70 -0.12 0.69  0.47

=====

*b*
Density functional theory data (wB97M-V/def2-TZVPD) for a 3-piece molecular cluster, C2H8OS overall.

HOMO in Ha: -0.3208

Each line ends with the natural charge from an NBO analysis.
Atoms and positions in Å:
O 1.88 1.47 0.35  -0.93
H 1.35 1.79 -0.40  0.47
H 1.43 0.60 0.28  0.45
H 1.14 1.24 -4.05  0.00
C 0.54 -1.61 0.33  -0.09
C -0.50 -0.84 0.97  -0.69
S -1.24 0.19 -0.32  -0.17
H 0.43 -1.93 -0.69  0.22
H 0.48 1.34 -4.38  0.00
H 1.49 -1.65 0.88  0.21
H -0.06 -0.15 1.79  0.26
H -1.32 -1.30 1.45  0.26

=====

Bottom line: *a*, by a margin of 98.0 kcal/mol.

=====

*a*
Density functional theory data (wB97M-V/def2-TZVPD) for one molecule with the formula C5H8ClNS.

HOMO in Ha: -0.2961
SMILES: S[C@@]12C[C@H]1NC[C@H]2Cl

Each line ends with the natural charge from an NBO analysis.
Atoms and positions in Å:
S 1.80 -0.89 1.19  0.00
C 0.10 -0.33 1.02  -0.19
C -0.28 0.80 1.70  -0.44
C -0.30 1.14 0.17  -0.06
N 0.56 0.99 -0.98  -0.65
C 0.23 -0.50 -1.31  -0.27
C -0.66 -1.02 -0.21  -0.20
Cl -0.65 -2.81 -0.44  -0.08
H 2.29 0.11 0.41  0.16
H 0.62 0.96 2.38  0.27
H -1.36 1.03 1.90  0.26
H -1.42 1.20 -0.16  0.16
H 0.10 1.68 -1.71  0.38
H -0.45 -0.53 -2.17  0.20
H 1.16 -1.01 -1.53  0.23
H -1.73 -0.81 -0.28  0.24

=====

*b*
Density functional theory data (wB97M-V/def2-TZVPD) for one molecule with the formula C5H8ClNS.

HOMO in Ha: -0.3298
SMILES: CC1=N[C@H](C)S[C@@H]1Cl

Each line ends with the natural charge from an NBO analysis.
Atoms and positions in Å:
C 0.21 -2.31 0.73  -0.64
C 0.21 -0.76 0.45  0.24
N -0.85 -0.14 0.25  -0.39
C -0.95 1.24 0.03  -0.16
C -1.12 1.57 -1.43  -0.62
S 0.67 1.96 0.65  0.03
C 1.48 -0.05 0.72  -0.26
Cl 2.47 -0.32 -0.74  -0.03
H -0.70 -2.85 0.81  0.24
H 0.80 -2.55 1.70  0.21
H 0.76 -2.58 -0.10  0.22
H -1.90 1.51 0.55  0.23
H -0.43 0.90 -1.91  0.22
H -0.69 2.61 -1.49  0.22
H -2.04 1.74 -1.82  0.22
H 2.09 0.03 1.60  0.25

=====

Bottom line: *b*, by a margin of 72.6 kcal/mol.

=====

*a*
Density functional theory data (wB97M-V/def2-TZVPD) for one molecule with the formula C3H11N2.

HOMO (spin up / spin down) in Ha: -0.1114 / -0.3817
Expectation value of S²: 0.751
Spin multiplicity: 2

Each line ends with the natural charge from an NBO analysis.
Atoms and positions in Å:
C 0.73 1.14 -0.13  -0.24
N -0.45 1.52 -0.90  -0.87
C 1.00 -0.36 -0.27  -0.34
N -0.28 -1.12 -0.18  -0.79
C -0.90 -1.07 1.17  -0.49
H 1.61 1.70 -0.40  0.19
H 0.56 1.40 0.92  0.19
H -0.26 1.51 -1.90  0.36
H -0.73 2.48 -0.74  0.37
H 1.34 -0.51 -1.29  0.20
H 1.62 -0.72 0.54  0.22
H -0.08 -2.15 -0.40  0.15
H -0.94 -0.63 -0.81  0.41
H -1.69 -1.82 1.14  0.22
H -0.17 -1.27 1.94  0.21
H -1.36 -0.10 1.29  0.21

=====

*b*
Density functional theory data (wB97M-V/def2-TZVPD) for a 2-piece molecular cluster, C3H11N2 overall.

HOMO (spin up / spin down) in Ha: -0.1225 / -0.2772
Expectation value of S²: 0.753
Spin multiplicity: 2

Each line ends with the natural charge from an NBO analysis.
Atoms and positions in Å:
C -1.15 1.29 1.93  -0.43
N -1.78 0.57 1.00  -0.98
H -1.68 1.92 2.65  0.14
H -0.13 1.07 2.22  0.11
H 0.62 0.78 -0.11  0.39
H -2.78 0.54 1.18  0.32
C 0.51 -1.31 0.16  -0.43
N 0.39 -0.09 -0.64  -0.53
C 1.12 -0.01 -1.95  -0.42
H 1.53 -1.37 0.50  0.20
H 0.18 -2.18 -0.42  0.21
H -0.20 -1.26 0.98  0.29
H -0.58 0.12 -0.85  0.47
H 2.02 -0.61 -1.86  0.21
H 0.49 -0.47 -2.69  0.22
H 1.43 1.01 -2.11  0.23

=====

*c*
Density functional theory data (wB97M-V/def2-TZVPD) for one molecule with the formula C3H11N2.

HOMO (spin up / spin down) in Ha: -0.1212 / -0.3553
Expectation value of S²: 0.751
Spin multiplicity: 2

Each line ends with the natural charge from an NBO analysis.
Atoms and positions in Å:
N -0.64 0.27 1.76  -1.10
C 0.65 0.77 1.11  -0.32
C 0.44 0.69 -0.41  -0.25
N 0.28 -0.73 -0.71  -0.66
C -0.52 -0.98 -1.93  -0.43
H -0.94 -0.47 1.08  0.41
H -0.49 -0.15 2.71  0.28
H -1.34 1.03 1.86  0.28
H 0.86 1.75 1.53  0.22
H 1.44 0.15 1.54  0.21
H -0.49 1.21 -0.64  0.21
H 1.26 1.16 -0.98  0.19
H 1.13 -1.27 -0.65  0.37
H -0.71 -2.05 -2.05  0.21
H -0.10 -0.63 -2.87  0.18
H -1.52 -0.68 -1.59  0.20

=====

Bottom line: *a*, by a margin of 4.0 kcal/mol.